C10H20BrCl10O2S | ωB97M-V/def2-TZVPD

As for the total energy: -8117.15652 Ha. The LUMO energy is -3.76 eV. The value obtained for the HOMO energy is -12.4409 eV. The orbital gap comes out at 8.680 eV. The max |F| comes out at 7.349 eV Å⁻¹. As for the multiplicity: 1. As for the charge: +1.

Geometry (Å):
C -3.7843 -0.2307 -0.9866
C -2.9408 0.9795 -0.3129
C -1.5062 0.5229 0.3024
Br -1.5470 -1.3214 1.1190
S -0.0984 0.7027 -0.9715
C -0.0690 2.4659 -1.6407
C 0.3211 3.5404 -0.4632
O 1.5236 3.5765 0.0229
O -0.6133 4.5169 0.0711
H -3.1562 -0.7218 -1.8148
H -4.2264 -0.9766 -0.2234
H -4.6919 0.2856 -1.5281
H -3.5856 1.5766 0.4664
H -2.7420 1.7459 -1.1801
H -1.2475 1.3164 1.1269
H -0.3536 -0.0961 -2.0986
H -1.0649 2.7912 -2.1312
H 0.7524 2.5877 -2.4672
H -1.5057 4.0805 -0.0355
C 2.4982 2.7203 3.1667
Cl 3.9606 3.1741 4.0499
Cl 1.0997 2.6454 4.2448
H 2.3079 3.4621 2.3901
H 2.6480 1.7411 2.7124
C 2.4297 -1.3532 -3.6626
Cl 1.4178 -0.5307 -2.4585
Cl 3.9511 -0.4906 -3.9092
H 2.6467 -2.3633 -3.3119
H 1.8914 -1.3990 -4.6082
C -1.0110 -4.6765 3.4941
Cl -1.1993 -4.5332 1.7413
Cl -2.5534 -4.4361 4.3222
H -0.6329 -5.6720 3.7299
H -0.3024 -3.9217 3.8376
C 3.9830 -0.5573 4.3264
Cl 3.8256 -0.4076 2.5712
Cl 2.4261 -0.3222 5.1314
H 4.3578 -1.5536 4.5640
H 4.6852 0.1963 4.6853
C -1.5722 -1.8319 -4.9736
Cl -0.2772 -1.2693 -3.8883
Cl -3.0988 -2.0529 -4.1294
H -1.7121 -1.0962 -5.7668
H -1.2740 -2.7875 -5.4076



C11H24BClF4N2O7P | ωB97M-V/def2-TZVPD

As for the total energy: -2295.39149 Ha. The LUMO energy is -4.71 eV. The value obtained for the HOMO energy is -12.4908 eV. The orbital gap comes out at 7.778 eV. The max |F| comes out at 1.270 eV Å⁻¹. As for the multiplicity: 1. As for the charge: +1.

Geometry (Å):
O -1.9862 -2.5152 3.7067
B -1.4407 -2.8650 2.4993
O -1.7080 -4.0595 1.8772
C -0.4190 -1.8112 1.8144
C -1.1289 -0.7861 1.0103
C -2.2375 -1.1122 0.2195
N -2.8751 -0.2231 -0.4994
P -4.2568 -0.8492 -1.5334
O -4.9132 0.5336 -1.9814
Cl -3.1427 -1.4769 -3.1279
N -2.6099 1.0779 -0.5597
C -1.5961 1.4222 0.1995
C -0.8058 0.5652 0.9759
C 0.3554 1.1571 1.7464
F -0.0365 1.4487 3.0094
F 1.3680 0.2728 1.8593
C 0.9690 2.4404 1.0857
F 2.2872 2.4699 1.2772
F 0.3774 3.5306 1.6088
H -1.4839 -2.8516 4.4540
H -2.6236 -4.1264 1.5918
H 0.2285 -2.3731 1.1416
H 0.1415 -1.3578 2.6136
H -2.5889 -2.1326 0.1851
H -5.4670 0.3212 -2.7498
H -1.3764 2.4815 0.2031
H 0.7796 2.4013 0.0126
C 4.4708 -1.4863 2.8103
O 3.1987 -2.0962 3.0316
H 5.1471 -2.2537 2.4454
H 4.3950 -0.6923 2.0628
H 4.8686 -1.0736 3.7396
H 2.6073 -1.4140 3.3561
C -1.1350 6.1964 -0.3513
O -1.5476 5.0611 0.4100
H -2.0091 6.5941 -0.8586
H -0.7223 6.9681 0.3014
H -0.3889 5.9143 -1.0993
H -0.7762 4.7062 0.8610
C 0.1119 -0.3117 -2.4249
O -0.0376 -1.1761 -1.2931
H -0.3878 0.6299 -2.1991
H 1.1664 -0.1216 -2.6194
H -0.3473 -0.7587 -3.3056
H 0.4142 -1.9969 -1.5152
C 3.1261 -2.1672 -4.4813
O 1.9832 -2.4668 -3.6749
H 3.3460 -1.1093 -4.3672
H 3.9906 -2.7481 -4.1555
H 2.9207 -2.3773 -5.5324
H 1.7947 -3.4026 -3.7801



C48H59CrN6O4S | ωB97M-V/def2-TZVPD

As for the total energy: -3936.74231 Ha. The LUMO energy (alpha / beta) is 1.56 / 1.36 eV. The expectation value of S² is 6.03. The value obtained for the HOMO energy (alpha / beta) is -4.4620 / -4.3189 eV. The orbital gap (alpha / beta) comes out at 6.023 / 5.677 eV. The max |F| comes out at 3.391 eV Å⁻¹. As for the multiplicity: 5. As for the charge: -1.

Geometry (Å):
Cr 0.5713 0.2592 0.4054
C 2.4187 2.1030 6.1785
C 1.0239 1.3900 5.9620
C 0.9960 0.6361 4.7033
C 1.3422 -0.6683 4.6092
C 1.6263 -1.6750 5.6951
C 3.1358 -2.1191 5.8074
C 1.2603 -0.9695 3.1608
C 1.4765 -2.2303 2.6834
C 1.5406 -2.4767 1.2961
C 1.7405 -3.8545 0.7468
C 1.9074 -5.0867 1.6303
C 3.3660 -5.3637 2.0507
C 1.7583 -3.7233 -0.6147
C 1.5442 -2.3054 -0.8486
C 1.3960 -1.7486 -2.1254
C 0.9028 -0.4708 -2.5024
N 0.4463 0.5173 -1.5510
C 0.0846 1.6263 -2.2978
C -0.2371 2.8356 -1.7500
C -0.1855 3.1807 -0.3978
N 0.0472 2.2242 0.5832
C -0.0069 2.8583 1.7525
C 0.1700 2.3628 3.0502
C 0.7164 1.1365 3.3649
N 0.8753 0.1140 2.4807
C -0.3601 4.2356 1.4852
C -0.4742 4.4203 0.1598
C -0.7292 5.6649 -0.5880
C -2.2080 6.0457 -0.7536
C -0.4042 5.2937 2.5890
C 1.0024 5.7586 3.0876
C 0.2687 1.3804 -3.6770
C 0.7989 0.0834 -3.8111
C 1.2983 -0.6328 -5.0460
C 2.8086 -0.6100 -5.1478
C -0.0623 2.3379 -4.8067
C 1.1519 3.1647 -5.2592
N 1.2789 -1.6092 0.3186
C 1.9068 -4.8168 -1.6481
C 3.2300 -4.9676 -2.2922
H 2.4356 2.5710 7.2327
H 2.7063 2.8397 5.4654
H 3.2487 1.3808 6.1703
H 0.1797 2.0748 5.9635
H 0.7858 0.7108 6.7600
H 1.0389 -2.5862 5.4562
H 1.1940 -1.3768 6.6556
H 3.4357 -2.2492 4.7829
H 3.1544 -3.0878 6.4147
H 3.9292 -1.4685 6.2086
H 1.7119 -2.9735 3.4048
H 1.5453 -6.0621 1.2417
H 1.3313 -4.9119 2.5271
H 3.9841 -5.6579 1.2152
H 3.3400 -6.0683 2.9167
H 3.7753 -4.4007 2.3462
H 1.6591 -2.4070 -2.9283
H -0.4811 3.5967 -2.4952
H -0.0763 3.0711 3.8498
H -0.3218 5.6594 -1.5995
H -0.1797 6.4218 -0.0290
H -2.6857 5.3817 -1.5094
H -2.3146 7.1008 -1.0440
H -2.7073 6.0389 0.2111
H -1.0596 4.8555 3.3746
H -0.9631 6.2442 2.2758
H 1.6520 4.8677 3.1049
H 0.9060 6.1228 4.1187
H 1.4611 6.4964 2.4920
H 0.7945 -0.3409 -5.9292
H 0.9443 -1.6512 -4.9850
H 3.2376 0.3656 -5.3398
H 3.2213 -1.2075 -5.9603
H 3.2368 -0.8988 -4.1682
H -0.9265 2.8983 -4.4668
H -0.4656 1.7496 -5.6326
H 1.5999 3.7707 -4.5065
H 0.8974 3.8072 -6.1447
H 1.8544 2.4657 -5.5902
H 1.1639 -4.8199 -2.4276
H 1.8136 -5.7621 -1.0345
H 3.3810 -4.0566 -2.8670
H 3.2630 -5.7730 -3.0429
H 4.0891 -5.1025 -1.6369
C -1.9275 -1.5157 -4.6726
N -3.2244 -0.9318 -4.3736
N -3.2306 -0.1535 -3.2070
C -3.9302 1.0518 -3.4640
O -4.2285 1.9408 -2.6678
C -4.1176 1.0171 -4.9136
C -3.6684 -0.1385 -5.4017
C -3.5354 -0.5267 -6.8586
C -3.0512 -0.8111 -1.9564
C -3.3817 -2.1755 -1.7390
C -3.1178 -2.7070 -0.4478
C -2.5528 -1.9037 0.5476
C -2.2460 -0.5715 0.2724
C -2.4713 -0.0605 -0.9433
H -1.6267 -2.2541 -3.9550
H -1.2990 -0.6348 -4.6365
H -1.9636 -2.0573 -5.6398
H -4.6649 1.7883 -5.4337
H -3.7194 0.2903 -7.5119
H -4.2620 -1.2913 -7.1369
H -2.5577 -0.9311 -7.1551
H -3.8421 -2.8145 -2.5239
H -3.2853 -3.7525 -0.1907
H -2.4238 -2.2921 1.5569
H -1.8828 -0.0124 1.0941
H -2.2782 0.9680 -1.1542
C -2.8693 -2.1132 5.9099
S -2.5537 -0.7677 4.8495
O -1.9093 -1.2732 3.5938
O -3.9188 -0.2789 4.6472
O -1.6707 0.1059 5.6307
H -3.2460 -2.9956 5.3389
H -3.6477 -1.7518 6.5872
H -1.9086 -2.3758 6.4208



C20H20NO | ωB97M-V/def2-TZVPD

As for the total energy: -903.78699 Ha. The LUMO energy is -3.44 eV. Its SMILES is [NH3+]C[C@@H](c1ccccc1)c1ccc(Oc2ccccc2)cc1. The value obtained for the HOMO energy is -10.4849 eV. The orbital gap comes out at 7.049 eV. The max |F| comes out at 3.872 eV Å⁻¹. As for the multiplicity: 1. As for the charge: +1. The value obtained for the relative energy (zero: lowest compared OMol25 entry of this formula, charge and spin) is 46.8 kcal/mol.

Geometry (Å):
N 0.2760 -4.3215 1.1057
C 0.7553 -2.9786 0.8993
C 0.6365 -2.4123 -0.5187
C -0.6950 -2.8495 -1.1283
C -1.8973 -2.7966 -0.4002
C -3.0627 -3.1143 -1.0103
C -3.0832 -3.5582 -2.2973
C -1.8774 -3.5698 -3.0329
C -0.6760 -3.2945 -2.3918
C 0.8730 -0.8523 -0.4853
C 2.2489 -0.3653 -0.3670
C 2.4824 1.0756 -0.3680
C 1.3928 2.0059 -0.4104
O 1.6981 3.3043 -0.2221
C 1.1419 4.1175 0.7189
C 0.9132 5.3905 0.2287
C 0.1615 6.3437 0.8856
C -0.3178 6.0108 2.2001
C -0.0420 4.7770 2.8159
C 0.7710 3.8497 2.1069
C 0.1197 1.4831 -0.4428
C -0.1502 0.1421 -0.5151
H -0.4707 -4.5417 0.4671
H 1.0970 -4.9463 0.9574
H -0.0533 -4.5446 2.0380
H 1.7884 -3.0377 1.0731
H 0.2646 -2.2653 1.6159
H 1.5287 -2.8035 -0.9826
H -1.7266 -2.4817 0.6366
H -4.0859 -2.9932 -0.5488
H -4.0048 -3.7092 -2.8339
H -1.8116 -3.7328 -4.1060
H 0.2770 -3.2905 -2.8883
H 3.1237 -1.0357 -0.3411
H 3.4516 1.4233 -0.2268
H 1.0322 5.6595 -0.7462
H 0.0237 7.2560 0.2821
H -0.8164 6.8245 2.7905
H -0.4541 4.7076 3.8302
H 1.0502 2.8945 2.5905
H -0.5996 2.3091 -0.4377
H -1.2826 -0.0798 -0.5409



C21H20N5OsS | ωB97M-V/def2-TZVPD

As for the total energy: -1574.46582 Ha. The LUMO energy (alpha / beta) is -2.81 / -5.27 eV. The expectation value of S² is 6.06. The value obtained for the HOMO energy (alpha / beta) is -10.4251 / -10.7756 eV. The orbital gap (alpha / beta) comes out at 7.619 / 5.510 eV. The max |F| comes out at 1.302 eV Å⁻¹. As for the multiplicity: 5. As for the charge: +1. The value obtained for the relative energy (zero: lowest compared OMol25 entry of this formula, charge and spin) is 56.5 kcal/mol.

Geometry (Å):
Os -1.0254 -1.1103 -0.6943
C 5.0427 -0.1626 0.5174
C 4.2852 -1.3329 0.5193
C 2.9200 -1.2712 0.3678
C 2.2765 -0.0247 0.2092
C 3.0539 1.1556 0.2077
C 4.4197 1.0736 0.3580
N 0.9330 -0.0340 0.0541
N 0.2727 1.1866 0.0254
C -2.1856 1.1441 -0.2283
C -2.8824 2.2738 0.1567
C -4.2151 2.0855 0.5003
C -4.8067 0.8214 0.4775
C -4.0859 -0.3111 0.1160
C -2.7616 -0.1470 -0.2514
H 6.1158 -0.2181 0.6404
H 4.7735 -2.2901 0.6426
H 2.3138 -2.1676 0.3877
H 2.5724 2.1115 0.0597
H 5.0171 1.9752 0.3454
H -2.4206 3.2507 0.1814
H -4.8115 2.9416 0.7867
H -5.8487 0.7197 0.7500
H -4.5575 -1.2853 0.1393
N -0.8777 0.9077 -0.7060
C 0.2006 1.9407 1.2502
C 0.2595 3.3247 1.2075
C 0.1865 4.0439 2.3904
C 0.0689 3.3839 3.6046
C 0.0071 1.9978 3.6414
C 0.0667 1.2720 2.4640
H 0.3712 3.8332 0.2572
H 0.2337 5.1243 2.3629
H 0.0290 3.9496 4.5259
H -0.0946 1.4801 4.5858
H 0.0096 0.1912 2.4734
S -1.4263 -3.3013 -0.0348
C -0.8409 -3.0220 -1.6575
N -1.5996 -3.0921 -2.8064
C -0.8346 -3.6643 -3.9182
C 0.6209 -3.5667 -3.4247
N 0.4804 -3.1949 -2.0109
H -2.5791 -3.3035 -2.7246
H -0.9910 -3.0920 -4.8298
H -1.1275 -4.6998 -4.1025
H 1.1820 -2.8033 -3.9624
H 1.1489 -4.5135 -3.5231
H 1.1109 -3.5800 -1.3309



C32H43AuBrFN3O3 | ωB97M-V/def2-TZVPD

As for the total energy: -4444.42066 Ha. The LUMO energy (alpha / beta) is -4.54 / -4.55 eV. The value obtained for the HOMO energy (alpha / beta) is -9.6745 / -9.6728 eV. The orbital gap (alpha / beta) comes out at 5.130 / 5.124 eV. The max |F| comes out at 1.690 eV Å⁻¹. As for the multiplicity: 1. As for the charge: +1. The value obtained for the relative energy (zero: lowest compared OMol25 entry of this formula, charge and spin) is 48.8 kcal/mol.

Geometry (Å):
Au -0.7464 -0.4583 0.3305
N 3.2433 -0.3749 4.9055
C 2.3440 0.0628 3.7585
C 1.1069 0.7144 4.3493
C 0.1723 1.1799 3.2264
N -0.4793 0.0389 2.5998
C 0.9152 2.0555 2.2305
C 2.2173 1.4605 1.7033
N 1.9602 0.2912 0.8536
C 3.1189 1.0083 2.8560
H 2.7565 -1.0158 5.5355
H 3.5405 0.4371 5.4503
H 4.0821 -0.8451 4.5603
H 2.0987 -0.8607 3.2321
H 1.4098 1.5775 4.9579
H 0.5692 0.0158 4.9979
H -0.6029 1.7913 3.6881
H -1.3591 -0.2063 3.0375
H 0.0598 -0.8270 2.6037
H 1.1529 3.0066 2.7193
H 0.2514 2.2747 1.3894
H 2.7368 2.2658 1.1737
H 2.7982 -0.2686 0.7448
H 1.6732 0.5454 -0.0851
H 3.4575 1.8784 3.4318
H 4.0063 0.5142 2.4476
C 2.4020 1.0380 -2.6412
C 1.1677 1.9211 -2.8687
C 0.8098 2.7072 -1.6141
C 0.0313 1.0973 -3.4705
C -0.2617 1.2945 -4.8158
C -1.1820 0.4993 -5.4739
C -1.8107 -0.5015 -4.7585
C -1.5645 -0.7410 -3.4034
C -2.2740 -1.9608 -2.8100
C -1.2678 -3.0602 -2.4383
C -3.2421 -1.7111 -1.6501
C -0.6144 0.0655 -2.7562
O -0.1335 -0.1667 -1.5217
H 3.1898 1.5848 -2.1092
H 2.8176 0.7083 -3.5944
H 2.1326 0.1425 -2.0759
H 1.4379 2.6614 -3.6250
H 0.4671 2.0458 -0.8132
H 0.0201 3.4167 -1.8421
H 1.6709 3.2846 -1.2604
H 0.2602 2.0776 -5.3569
H -1.3810 0.6350 -6.5292
H -2.5239 -1.1421 -5.2660
H -2.8974 -2.3401 -3.6205
H -0.5751 -2.7029 -1.6715
H -0.6803 -3.3580 -3.3086
H -1.7777 -3.9454 -2.0481
H -2.7182 -1.6076 -0.7005
H -3.9133 -2.5643 -1.5344
H -3.8532 -0.8217 -1.8272
Br 4.4024 -5.4769 -1.3771
C 2.8285 -4.8566 -0.5360
C 1.7995 -5.7463 -0.2724
C 0.6504 -5.2818 0.3530
C 0.5223 -3.9463 0.7160
C 1.5706 -3.0745 0.4373
C 2.7258 -3.5179 -0.1941
C -0.7477 -3.4994 1.3935
O -1.6415 -4.2999 1.5906
O -0.7894 -2.2421 1.7453
H 1.8950 -6.7862 -0.5557
H -0.1731 -5.9502 0.5664
H 1.4730 -2.0232 0.7030
H 3.5329 -2.8377 -0.4310
F -3.7504 6.1753 1.3258
C -3.4878 4.9234 0.9684
C -3.8294 3.9067 1.8618
C -3.5583 2.6161 1.4909
C -2.9502 2.3392 0.2420
C -2.7140 1.0159 -0.1489
C -2.6372 3.4026 -0.6323
C -2.9035 4.7018 -0.2744
H -4.2988 4.1567 2.8032
H -3.8194 1.7926 2.1468
H -2.3259 0.7879 -1.1378
H -3.0948 0.1896 0.4428
H -2.2130 3.1745 -1.5971
H -2.6859 5.5393 -0.9226